1.
DFT (ωB97M-V/def2-TZVPD) results for a cluster of 3 separate species, C20H21BN2O4 in total in a non-equilibrium geometry.

Positions of all 48 atoms, in Å:
B 1.529 -1.826 -0.661
C 1.513 -0.223 -1.036
C 0.516 0.143 -2.327
C -1.074 -0.256 -2.012
C -1.598 -1.766 -2.485
C -3.108 -2.355 -2.226
C -4.173 -1.379 -1.442
C -3.683 0.140 -1.007
C -2.153 0.736 -1.276
H 1.924 -2.575 -1.500
H 1.132 -2.304 0.340
H 2.611 0.066 -1.362
H 1.225 0.394 -0.082
H 0.895 -0.508 -3.239
H 0.592 1.314 -2.542
H -0.777 -2.447 -3.017
H -3.322 -3.455 -2.585
H -5.252 -1.792 -1.213
H -4.491 0.811 -0.473
H -1.862 1.841 -0.941
C -1.620 7.477 -1.268
C -0.746 7.356 -2.350
C -0.031 6.172 -2.542
C -0.201 5.110 -1.644
C -1.072 5.232 -0.552
C -1.780 6.421 -0.369
N 0.529 3.855 -1.856
O 1.304 3.793 -2.822
O 0.326 2.927 -1.059
H -2.180 8.399 -1.125
H -0.626 8.183 -3.045
H 0.646 6.094 -3.391
H -1.210 4.417 0.155
H -2.460 6.524 0.474
C 2.065 -4.599 1.848
C 0.883 -4.363 2.553
C 0.864 -4.478 3.944
C 2.040 -4.828 4.622
C 3.225 -5.073 3.916
C 3.231 -4.957 2.525
N 2.032 -4.926 6.087
O 0.959 -4.721 6.674
O 3.099 -5.205 6.653
H 2.076 -4.502 0.763
H -0.022 -4.085 2.018
H -0.064 -4.291 4.479
H 4.143 -5.350 4.430
H 4.147 -5.142 1.968

## Properties
Lowest unoccupied orbital energy, Ha: -0.0382
Energy above the lowest of the compared OMol25 structures with the same formula, charge and spin, kJ/mol: 1604.7
HOMO level, eV: -8.2964
Molar mass, g/mol: 364.21
Total charge: 0
SMILES: O=[N+]([O-])c1ccccc1.O=[N+]([O-])c1ccccc1.BCCc1ccccc1

***

2.
DFT (ωB97M-V/def2-TZVPD) results for a cluster of 9 separate species, C42H61N5O34S9 in total in a non-equilibrium geometry.

Positions of all 151 atoms, in Å:
C 4.608 1.059 1.969
C 4.311 0.250 3.240
C 3.168 -0.756 3.039
C 1.942 -0.099 2.370
C 0.600 -0.612 2.963
C -0.368 -1.104 1.916
C -0.851 -2.417 1.885
C -0.440 -3.409 2.911
C -1.360 -3.879 3.846
C -0.951 -4.784 4.804
N 0.250 -5.337 4.970
C 1.113 -4.865 4.053
C 0.850 -3.933 3.058
C -1.757 -2.833 0.912
C -2.226 -1.967 -0.055
N -3.196 -2.395 -1.035
C -2.737 -2.921 -2.045
O -2.413 -3.366 -3.073
C -1.767 -0.652 -0.027
C -0.851 -0.235 0.933
S -0.373 1.476 0.832
C -1.959 2.182 0.424
C -2.363 3.391 0.971
N -1.483 4.066 1.828
C -3.620 3.893 0.648
C -4.446 3.164 -0.219
N -5.785 3.615 -0.584
C -4.020 1.952 -0.787
C -4.905 1.164 -1.732
C -4.584 1.446 -3.240
C -4.246 0.180 -4.029
O -3.534 2.388 -3.366
C -2.749 1.466 -0.454
N -2.250 0.259 -0.989
H 3.952 1.929 1.935
H 4.525 0.464 1.059
H 5.619 1.473 1.985
H 5.192 -0.318 3.545
H 4.013 0.955 4.021
H 2.910 -1.237 3.983
H 3.534 -1.539 2.366
H 1.988 0.968 2.593
H 1.921 -0.238 1.290
H 0.741 -1.412 3.686
H 0.115 0.209 3.501
H -2.388 -3.539 3.828
H -1.706 -5.088 5.528
H 2.123 -5.263 4.109
H 1.649 -3.612 2.401
H -2.100 -3.860 0.956
H -1.095 3.477 2.551
H -1.863 4.926 2.191
H -3.964 4.830 1.068
H -5.809 3.837 -1.571
H -6.372 2.818 -0.383
H -4.710 0.104 -1.536
H -5.958 1.301 -1.503
H -5.473 1.895 -3.692
H -5.149 -0.259 -4.460
H -3.749 -0.595 -3.439
H -3.597 0.395 -4.881
H -2.702 1.922 -3.498
H -2.891 -0.173 -1.634
C -2.080 -6.889 1.826
C -2.085 -7.760 3.044
O -3.476 -7.980 3.330
S -4.289 -8.012 1.948
O -4.495 -9.357 1.554
O -5.365 -7.088 2.046
O -3.156 -7.371 1.009
H -2.286 -5.849 2.089
H -1.141 -6.947 1.283
H -1.586 -7.284 3.884
H -1.619 -8.728 2.846
C -8.343 -4.810 -0.024
C -7.752 -5.016 1.352
O -7.596 -3.685 1.873
S -8.760 -2.747 1.308
O -9.797 -2.656 2.272
O -8.167 -1.589 0.741
O -9.256 -3.715 0.131
H -7.578 -4.517 -0.747
H -8.866 -5.690 -0.389
H -6.799 -5.533 1.326
H -8.441 -5.559 2.002
C 8.064 -1.861 3.007
C 8.775 -3.065 3.573
O 7.724 -3.858 4.151
S 6.383 -3.676 3.296
O 6.265 -4.759 2.385
O 5.334 -3.322 4.183
O 6.832 -2.381 2.473
H 7.818 -1.138 3.789
H 8.632 -1.372 2.231
H 9.511 -2.801 4.327
H 9.253 -3.653 2.787
C -5.440 7.264 -2.450
C -4.837 7.043 -1.080
O -4.658 8.375 -0.564
S -5.815 9.327 -1.107
O -6.835 9.436 -0.130
O -5.212 10.478 -1.681
O -6.336 8.373 -2.280
H -4.679 7.545 -3.180
H -5.982 6.395 -2.812
H -3.894 6.506 -1.135
H -5.515 6.502 -0.416
C -4.526 4.627 -8.592
C -5.708 3.825 -8.090
O -5.119 2.741 -7.361
S -3.756 3.235 -6.669
O -4.011 3.566 -5.316
O -2.726 2.326 -7.023
O -3.580 4.588 -7.518
H -4.071 4.160 -9.468
H -4.788 5.655 -8.825
H -6.329 3.444 -8.896
H -6.324 4.407 -7.401
C 13.967 -1.390 1.540
C 13.927 -2.279 2.764
O 12.524 -2.427 3.044
S 11.702 -2.406 1.678
O 11.436 -3.743 1.286
O 10.666 -1.441 1.794
O 12.853 -1.826 0.743
H 13.812 -0.341 1.799
H 14.893 -1.491 0.980
H 14.441 -1.846 3.616
H 14.339 -3.269 2.555
C -5.887 12.379 -4.591
C -5.599 13.342 -3.463
O -5.052 14.501 -4.113
S -5.723 14.673 -5.555
O -6.781 15.614 -5.468
O -4.689 14.799 -6.517
O -6.366 13.208 -5.660
H -4.978 11.875 -4.926
H -6.634 11.637 -4.324
H -4.895 12.941 -2.742
H -6.515 13.641 -2.950
C 11.448 -7.388 0.935
C 11.932 -8.039 -0.342
O 13.362 -7.991 -0.242
S 13.799 -8.125 1.293
O 14.147 -9.473 1.561
O 14.675 -7.053 1.602
O 12.366 -7.837 1.943
H 11.509 -6.300 0.877
H 10.433 -7.680 1.193
H 11.595 -7.517 -1.233
H 11.627 -9.086 -0.399

## Properties
Lowest unoccupied orbital energy, Ha: 0.0027
HOMO level, eV: -8.0336
Molar mass, g/mol: 1468.55
Total charge: 0
SMILES: CCCCCc1c(-c2ccncc2)cc(N=C=O)c2c1Sc1c(N)cc(N)c(C[C@H](C)O)c1N2.O=S1(=O)OCCO1.O=S1(=O)OCCO1.O=S1(=O)OCCO1.O=S1(=O)OCCO1.O=S1(=O)OCCO1.O=S1(=O)OCCO1.O=S1(=O)OCCO1.O=S1(=O)OCCO1